(1)
Computed, not measured: a single C5H10O molecule, with ωB97M-V/def2-TZVPD.

Geometry (Å):
1 C -2.040 -0.220 0.570
2 C -0.732 0.191 -0.085
3 O -0.934 1.509 -0.576
4 C 0.433 0.130 0.877
5 C 1.388 -1.026 0.805
6 C 1.821 0.333 0.330
7 H -2.319 0.542 1.305
8 H -1.944 -1.187 1.076
9 H -2.839 -0.287 -0.174
10 H -0.512 -0.492 -0.925
11 H -0.064 1.913 -0.681
12 H 0.233 0.544 1.865
13 H 1.816 -1.408 1.727
14 H 1.204 -1.789 0.052
15 H 1.931 0.481 -0.743
16 H 2.540 0.884 0.930

Results
energy relative to the best compared isomer or geometry (same formula, charge and spin): 0.956 eV
strongest force on any atom: 0.4 eV Å⁻¹
structure (SMILES): C[C@@H](O)C1CC1
lowest unoccupied orbital energy: 1.09 eV
energy: -7393.80886 eV
net charge: 0
Kohn-Sham gap: 11.3 eV


(2)
Computed, not measured: 2 unconnected molecules or ions with the total composition C5H10O, with ωB97M-V/def2-TZVPD.

Geometry (Å):
1 C -2.022 1.108 -1.300
2 C -0.329 -0.802 -0.008
3 C -0.642 -0.676 1.484
4 C 0.637 0.247 -0.449
5 O 0.196 1.282 -0.939
6 C 2.112 -0.023 -0.262
7 H -1.801 1.759 -2.159
8 H -2.160 1.808 -0.453
9 H -1.238 -0.565 -0.587
10 H 0.021 -1.806 -0.268
11 H -0.949 0.345 1.744
12 H 0.208 -0.948 2.120
13 H -1.474 -1.340 1.726
14 H 2.306 -0.382 0.757
15 H 2.390 -0.849 -0.929
16 H 2.743 0.842 -0.477

Results
energy relative to the best compared isomer or geometry (same formula, charge and spin): 4.506 eV
strongest force on any atom: 0.6 eV Å⁻¹
lowest unoccupied orbital energy: 0.51 eV
energy: -7390.25885 eV
net charge: 0
Kohn-Sham gap: 8.9 eV


(3)
Computed, not measured: a single C5H10O molecule, with ωB97M-V/def2-TZVPD.

Geometry (Å):
1 C 0.315 1.555 -0.328
2 C -0.097 0.154 0.081
3 C 0.818 -0.513 1.094
4 O 2.058 -0.849 0.488
5 C -0.651 -0.780 -0.962
6 C -1.574 -0.147 0.044
7 H -0.199 1.859 -1.249
8 H 0.051 2.282 0.452
9 H 1.396 1.604 -0.497
10 H 0.323 -1.410 1.504
11 H 1.080 0.136 1.941
12 H 1.863 -1.464 -0.234
13 H -0.442 -1.839 -0.812
14 H -0.675 -0.466 -2.003
15 H -2.221 0.654 -0.312
16 H -2.038 -0.773 0.804

Results
energy relative to the best compared isomer or geometry (same formula, charge and spin): 1.050 eV
strongest force on any atom: 0.3 eV Å⁻¹
structure (SMILES): CC1(CO)CC1
lowest unoccupied orbital energy: 0.96 eV
energy: -7393.71500 eV
net charge: 0
Kohn-Sham gap: 11.1 eV


(4)
Computed, not measured: 2 unconnected molecules or ions with the total composition C5H10O, with ωB97M-V/def2-TZVPD.

Geometry (Å):
1 C -2.062 0.242 0.199
2 C -1.132 -0.941 0.475
3 C 0.797 1.021 -1.100
4 C 1.740 0.113 -0.875
5 C 2.270 -0.065 0.501
6 O 1.798 0.490 1.471
7 H -2.981 0.107 0.785
8 H -1.636 1.202 0.512
9 H -2.337 0.301 -0.860
10 H -0.879 -0.941 1.539
11 H -1.652 -1.860 0.211
12 H 0.317 1.106 -2.066
13 H 0.471 1.668 -0.287
14 H 2.110 -0.543 -1.660
15 H -0.213 -0.940 -0.099
16 H 3.120 -0.766 0.596

Results
energy relative to the best compared isomer or geometry (same formula, charge and spin): 1.542 eV
strongest force on any atom: 0.7 eV Å⁻¹
structure (SMILES): C=CC=O.CC
lowest unoccupied orbital energy: 0.00 eV
energy: -7393.22318 eV
net charge: 0
Kohn-Sham gap: 10.1 eV


(5)
Computed, not measured: a single C5H10O molecule, with ωB97M-V/def2-TZVPD.

Geometry (Å):
1 C -0.807 1.531 0.238
2 C 0.445 0.736 -0.113
3 C 0.935 -0.182 1.034
4 C 0.154 -1.352 0.394
5 C 0.158 -0.547 -0.922
6 O -1.011 -0.501 -1.703
7 H -1.235 1.999 -0.653
8 H -1.583 0.894 0.677
9 H -0.563 2.317 0.963
10 H 1.201 1.401 -0.545
11 H 2.015 -0.353 0.987
12 H 0.661 0.118 2.050
13 H 0.615 -2.345 0.398
14 H -0.866 -1.429 0.784
15 H 1.034 -0.812 -1.536
16 H -1.181 -1.396 -2.032

Results
energy relative to the best compared isomer or geometry (same formula, charge and spin): 0.886 eV
strongest force on any atom: 0.4 eV Å⁻¹
structure (SMILES): C[C@H]1CC[C@H]1O
lowest unoccupied orbital energy: 0.97 eV
energy: -7393.87904 eV
net charge: 0
Kohn-Sham gap: 10.9 eV


(6)
Computed, not measured: 2 unconnected molecules or ions with the total composition C5H10O, with ωB97M-V/def2-TZVPD.

Geometry (Å):
1 C -1.254 -1.473 -0.658
2 C -1.005 -0.142 0.053
3 C -0.013 -0.215 1.245
4 C 1.157 0.169 0.310
5 C 0.108 0.535 -0.750
6 O 0.147 1.013 -1.852
7 H -1.663 -1.278 -1.654
8 H -0.303 -2.004 -0.791
9 H -1.938 -2.126 -0.109
10 H -1.938 0.413 0.213
11 H -0.196 0.573 1.983
12 H 0.065 -1.173 1.764
13 H 1.833 0.945 0.663
14 H 1.768 -0.662 -0.054
15 H 1.577 2.712 0.176
16 H 1.635 2.725 -0.566

Results
energy relative to the best compared isomer or geometry (same formula, charge and spin): 1.944 eV
strongest force on any atom: 0.7 eV Å⁻¹
structure (SMILES): C[C@H]1CCC1=O.[H][H]
lowest unoccupied orbital energy: 1.10 eV
energy: -7392.82161 eV
net charge: 0
Kohn-Sham gap: 10.5 eV


(7)
Computed, not measured: a single C5H10O molecule, with ωB97M-V/def2-TZVPD.

Geometry (Å):
1 C 2.088 0.403 0.598
2 C 0.722 0.081 1.197
3 C -0.234 -0.434 0.148
4 C -1.616 -0.733 0.768
5 C -0.516 0.543 -0.974
6 H 2.472 -0.416 -0.085
7 H 2.028 1.413 -0.004
8 H 2.692 0.583 1.532
9 H 0.805 -0.705 1.959
10 H 0.368 0.973 1.706
11 H 0.109 -1.360 -0.377
12 H -1.484 -1.353 1.679
13 H -2.233 -1.194 -0.001
14 H -2.073 0.252 1.144
15 H -0.698 1.653 -0.622
16 O -0.582 0.123 -2.169

Results
energy relative to the best compared isomer or geometry (same formula, charge and spin): 1.032 eV
strongest force on any atom: 4.8 eV Å⁻¹
structure (SMILES): CC[C@@H](C)C=O
lowest unoccupied orbital energy: 0.98 eV
energy: -7393.73368 eV
net charge: 0
Kohn-Sham gap: 10.8 eV


(8)
Computed, not measured: 2 unconnected molecules or ions with the total composition C5H10O, with ωB97M-V/def2-TZVPD.

Geometry (Å):
1 C 2.360 0.089 -0.236
2 C 0.943 0.261 0.318
3 C -0.064 -0.241 -0.674
4 C -0.832 -1.318 -0.510
5 C -2.409 0.808 0.723
6 O -1.738 1.470 1.475
7 H 2.560 -0.967 -0.439
8 H 2.479 0.631 -1.181
9 H 3.119 0.458 0.458
10 H 0.829 -0.280 1.266
11 H 0.740 1.315 0.546
12 H -0.146 0.335 -1.598
13 H -0.796 -1.901 0.407
14 H -1.547 -1.633 -1.266
15 H -2.924 -0.119 1.045
16 H -2.575 1.091 -0.334

Results
energy relative to the best compared isomer or geometry (same formula, charge and spin): 1.695 eV
strongest force on any atom: 0.5 eV Å⁻¹
structure (SMILES): C=CCC.C=O
lowest unoccupied orbital energy: 1.04 eV
energy: -7393.07008 eV
net charge: 0
Kohn-Sham gap: 10.9 eV


(9)
Computed, not measured: a molecular structure, C5H10O, with ωB97M-V/def2-TZVPD.

Geometry (Å):
1 C 1.843 -0.503 -0.431
2 O 1.940 0.364 0.531
3 C 0.328 1.056 1.178
4 C -0.688 0.979 0.241
5 C -1.732 -0.092 0.172
6 C -0.818 -0.804 -0.753
7 H 0.610 -0.552 -0.738
8 H 2.286 -0.211 -1.399
9 H 2.023 -1.564 -0.174
10 H 0.257 0.446 2.076
11 H 0.812 2.015 1.312
12 H -0.709 1.710 -0.565
13 H -2.687 0.238 -0.243
14 H -1.887 -0.604 1.125
15 H -0.587 -1.844 -0.517
16 H -0.990 -0.636 -1.815

Results
energy relative to the best compared isomer or geometry (same formula, charge and spin): 5.087 eV
strongest force on any atom: 0.3 eV Å⁻¹
lowest unoccupied orbital energy: 0.39 eV
energy: -7389.67835 eV
net charge: 0
Kohn-Sham gap: 8.6 eV


(10)
Computed, not measured: a single C5H10O molecule, with ωB97M-V/def2-TZVPD.

Geometry (Å):
1 C -2.107 -0.318 -0.111
2 C -0.633 -0.668 0.049
3 C 0.283 0.299 -0.705
4 C 1.759 0.118 -0.363
5 O 1.980 -0.133 1.061
6 C 1.445 0.596 1.991
7 H -2.429 -0.387 -1.155
8 H -2.732 -0.989 0.486
9 H -2.296 0.706 0.233
10 H -0.436 -1.693 -0.290
11 H 0.177 0.147 -1.787
12 H -0.031 1.332 -0.514
13 H 2.358 0.993 -0.637
14 H 2.179 -0.764 -0.851
15 H -0.387 -0.660 1.117
16 H 0.871 1.421 1.476

Results
energy relative to the best compared isomer or geometry (same formula, charge and spin): 3.423 eV
strongest force on any atom: 0.5 eV Å⁻¹
lowest unoccupied orbital energy: 0.75 eV
energy: -7391.34273 eV
net charge: 0
Kohn-Sham gap: 9.2 eV


(11)
Computed, not measured: a single C5H10O molecule, with ωB97M-V/def2-TZVPD.

Geometry (Å):
1 C 0.108 -0.302 -1.516
2 C -0.171 0.145 -0.095
3 C -0.520 1.610 0.065
4 C -0.834 -0.846 0.834
5 C 0.605 -0.499 1.029
6 O 1.518 -1.522 0.763
7 H 0.621 0.487 -2.081
8 H 0.739 -1.196 -1.528
9 H -0.820 -0.539 -2.047
10 H -0.696 1.866 1.116
11 H -1.427 1.865 -0.497
12 H 0.294 2.245 -0.306
13 H -1.568 -0.490 1.554
14 H -1.024 -1.841 0.440
15 H 0.864 0.134 1.881
16 H 2.310 -1.117 0.387

Results
energy relative to the best compared isomer or geometry (same formula, charge and spin): 1.018 eV
strongest force on any atom: 0.3 eV Å⁻¹
structure (SMILES): CC1(C)C[C@H]1O
lowest unoccupied orbital energy: 0.90 eV
energy: -7393.74760 eV
net charge: 0
Kohn-Sham gap: 10.4 eV


(12)
Computed, not measured: 2 unconnected molecules or ions with the total composition C5H10O, with ωB97M-V/def2-TZVPD.

Geometry (Å):
1 C -1.569 -0.237 0.364
2 C -0.080 -0.534 0.300
3 C 0.500 -1.341 -0.895
4 C 1.627 -0.292 -1.082
5 C 0.848 0.606 -0.123
6 O 0.867 1.786 0.113
7 H -1.786 0.487 1.156
8 H -1.921 0.188 -0.583
9 H -2.144 -1.148 0.562
10 H 0.274 -0.946 1.255
11 H 0.822 -2.362 -0.678
12 H -0.191 -1.360 -1.743
13 H 2.588 -0.601 -0.655
14 H 1.799 0.115 -2.082
15 H -1.046 2.954 2.307
16 H -0.588 2.684 1.783

Results
energy relative to the best compared isomer or geometry (same formula, charge and spin): 1.669 eV
strongest force on any atom: 0.6 eV Å⁻¹
structure (SMILES): C[C@H]1CCC1=O.[H][H]
lowest unoccupied orbital energy: 0.93 eV
energy: -7393.09653 eV
net charge: 0
Kohn-Sham gap: 10.4 eV


(13)
Computed, not measured: a gas-phase ion, C5H10O (charge +1), with ωB97M-V/def2-TZVPD.

Geometry (Å):
1 O 2.098 2.194 -0.685
2 C 0.962 1.882 -0.286
3 C 0.706 0.724 0.589
4 C -0.535 -0.079 0.140
5 C -0.058 -0.641 -1.259
6 C -1.018 -1.224 0.993
7 H 0.195 2.530 -0.584
8 H 1.635 0.159 0.451
9 H 0.912 0.777 1.669
10 H -1.425 0.655 -0.088
11 H 0.450 0.013 -1.908
12 H -0.963 -0.882 -1.818
13 H 0.548 -1.598 -0.989
14 H -1.201 -0.924 1.981
15 H -2.018 -1.516 0.689
16 H -0.287 -2.069 1.104

Results
energy relative to the best compared isomer or geometry (same formula, charge and spin): 1.373 eV
expectation value of S²: 0.7577
strongest force on any atom: 3.4 eV Å⁻¹
lowest unoccupied orbital energy (alpha / beta): -6.49 / -9.77 eV
energy: -7383.39073 eV
net charge: +1
Kohn-Sham gap (alpha / beta): 9.3 / 6.1 eV
spin multiplicity: 2


(14)
Computed, not measured: a molecular structure, C5H10O2, with ωB97M-V/def2-TZVPD.

Geometry (Å):
1 O 2.227 0.535 0.794
2 C 1.914 -0.418 -0.206
3 C 0.478 -0.860 0.015
4 C -0.517 0.302 -0.053
5 C -1.847 0.134 -0.807
6 O -2.604 0.587 0.322
7 C -1.434 0.556 1.154
8 H 3.136 0.829 0.662
9 H 2.586 -1.287 -0.149
10 H 2.018 0.018 -1.214
11 H 0.421 -1.342 0.998
12 H 0.231 -1.631 -0.724
13 H -0.002 1.218 -0.352
14 H -2.088 -0.906 -1.070
15 H -2.008 0.769 -1.687
16 H -1.291 1.493 1.704
17 H -1.465 -0.284 1.863

Results
energy relative to the best compared isomer or geometry (same formula, charge and spin): 2.429 eV
strongest force on any atom: 0.4 eV Å⁻¹
lowest unoccupied orbital energy: 0.84 eV
energy: -9440.61420 eV
net charge: 0
Kohn-Sham gap: 10.3 eV


(15)
Computed, not measured: a single C5H10O2 molecule, with ωB97M-V/def2-TZVPD.

Geometry (Å):
1 O 0.205 2.812 1.044
2 C -0.265 1.532 1.382
3 C 0.365 0.476 0.466
4 C 0.999 -1.604 -0.255
5 C -0.233 -1.687 -1.022
6 C -1.000 -0.340 -0.880
7 O -0.116 0.729 -0.846
8 H -0.022 2.944 0.113
9 H -1.361 1.458 1.298
10 H 0.025 1.347 2.421
11 H 1.449 0.582 0.553
12 H 1.222 -2.343 0.511
13 H 1.862 -1.144 -0.724
14 H -0.898 -2.515 -0.762
15 H 0.010 -1.748 -2.094
16 H -0.520 -0.402 0.626
17 H -1.817 -0.153 -1.590

Results
energy relative to the best compared isomer or geometry (same formula, charge and spin): 7.069 eV
strongest force on any atom: 1.1 eV Å⁻¹
lowest unoccupied orbital energy (alpha / beta): 0.27 / 0.53 eV
energy: -9435.97359 eV
net charge: 0
Kohn-Sham gap (alpha / beta): 8.0 / 8.2 eV


(16)
Computed, not measured: 2 unconnected molecules or ions with the total composition C5H10O2, with ωB97M-V/def2-TZVPD.

Geometry (Å):
1 C 1.312 -1.322 -0.659
2 C 0.194 -0.409 -1.178
3 O -1.078 -0.988 -1.021
4 C 0.265 1.003 -0.634
5 C -0.790 1.699 -0.240
6 C -0.635 0.166 2.114
7 O -1.299 -0.799 1.770
8 H 2.306 -0.899 -0.850
9 H 1.214 -1.493 0.419
10 H 1.251 -2.293 -1.161
11 H 0.332 -0.294 -2.259
12 H -1.233 -1.093 -0.066
13 H 0.191 0.570 1.543
14 H 1.261 1.451 -0.634
15 H -1.790 1.269 -0.301
16 H -0.710 2.726 0.105
17 H -0.789 0.707 3.053

Results
energy relative to the best compared isomer or geometry (same formula, charge and spin): 2.828 eV
strongest force on any atom: 1.5 eV Å⁻¹
structure (SMILES): C=C[C@@H](C)O.C=O
lowest unoccupied orbital energy: 0.33 eV
energy: -9440.21458 eV
net charge: 0
Kohn-Sham gap: 10.0 eV